ORCA calculation (ωB97M-V/def2-TZVPD) on 8 unconnected molecules or ions with the total composition C16H48O8.

Geometry as ORCA input:
```
! RIJCOSX wB97M-V def2-TZVPD def2/J DEFGRID3
* xyz 0 1
C -5.4282 -5.4075 -22.1973
C -5.0012 -4.1222 -22.7095
O -4.8684 -3.2329 -21.6037
H -4.7900 -5.7847 -21.4029
H -5.5456 -6.1537 -22.9868
H -6.4430 -5.2379 -21.8045
H -5.7239 -3.7735 -23.4451
H -3.9746 -4.2211 -23.0683
H -5.6790 -2.9257 -21.1783
C -5.9315 -8.1802 -15.6039
C -4.4097 -8.2548 -15.6624
O -4.0082 -9.6203 -15.8230
H -6.3198 -8.6913 -14.7126
H -6.3422 -8.7554 -16.4312
H -6.4287 -7.2051 -15.5584
H -3.9631 -7.8198 -14.7673
H -4.0247 -7.7479 -16.5711
H -4.0941 -10.1026 -15.0084
C -7.6591 -4.8272 -13.4464
C -6.2064 -4.5906 -13.2490
O -5.8724 -3.4168 -14.0513
H -8.2496 -3.9393 -13.2212
H -7.9366 -5.6700 -12.8204
H -7.8861 -5.0853 -14.4782
H -5.5543 -5.4426 -13.4633
H -6.1055 -4.2493 -12.2195
H -5.0150 -3.0614 -13.7664
C -3.2006 -1.9069 -11.9254
C -2.4324 -2.0098 -13.2315
O -1.5349 -3.0934 -13.1273
H -3.9130 -1.0659 -11.9398
H -2.5649 -1.8169 -11.0533
H -3.7741 -2.8107 -11.7409
H -1.9496 -1.0287 -13.3063
H -2.9699 -2.2139 -14.1553
H -1.3140 -3.3503 -14.0466
C -8.1387 -2.6908 -17.8293
C -7.4815 -1.3339 -17.8532
O -7.3117 -0.9707 -19.2324
H -7.6589 -3.3150 -18.5957
H -9.2036 -2.6499 -17.9750
H -7.9070 -3.1743 -16.8622
H -6.4782 -1.3700 -17.4207
H -8.0425 -0.5857 -17.2980
H -7.0549 -0.0484 -19.2469
C -0.4610 -1.6859 -16.5918
C -1.6372 -2.5457 -16.9111
O -1.6119 -3.7134 -16.0392
H -0.1891 -1.5713 -15.5499
H -0.6668 -0.7015 -17.0340
H 0.4157 -2.0889 -17.0607
H -1.5563 -2.8506 -17.9503
H -2.6009 -2.0775 -16.7142
H -2.4257 -4.2692 -16.1596
C -1.6587 -4.8160 -21.0801
C -1.5858 -6.1417 -20.4517
O -0.5360 -6.9011 -20.9395
H -2.5917 -4.2669 -20.9474
H -1.4524 -4.9211 -22.1411
H -0.8326 -4.2457 -20.6422
H -2.4914 -6.6643 -20.7154
H -1.6147 -6.1439 -19.3491
H 0.3020 -6.4661 -20.7980
C -4.2953 -5.0808 -18.2930
C -5.0432 -4.5024 -17.1665
O -4.1511 -4.5764 -16.0130
H -4.8017 -4.9876 -19.2583
H -4.0447 -6.1245 -18.1194
H -3.3213 -4.5697 -18.3716
H -5.9460 -5.0586 -16.9458
H -5.2873 -3.4434 -17.3332
H -4.6458 -4.1944 -15.2604
*
```

As for the SMILES: CCO.CCO.CCO.CCO.CCO.CCO.CCO.CCO. The calculation puts the lowest unoccupied orbital energy at 0.5609 eV. The value obtained for the relative energy (zero: lowest compared OMol25 entry of this formula, charge and spin) is 2.566 eV. Its electronic energy is -33747.9356 eV. The molar mass is 368.6 g/mol.

ORCA calculation (ωB97M-V/def2-TZVPD) on 8 unconnected molecules or ions with the total composition C16H48O8S4.

Geometry as ORCA input:
```
! RIJCOSX wB97M-V def2-TZVPD def2/J DEFGRID3
* xyz 0 1
C -3.0845 1.2570 1.9216
C -4.3435 1.9170 1.5146
O -4.9615 2.7230 2.6506
H -3.4075 0.3200 2.5146
H -2.5975 2.0110 2.4166
H -2.4465 1.1520 0.9636
H -5.2505 1.2060 1.3886
H -4.0935 2.5920 0.7136
H -5.3455 2.1650 3.2896
C 2.4265 -3.5210 -1.2074
C 3.2155 -4.1720 -0.1704
O 4.6455 -3.8780 -0.2944
H 2.6495 -2.4970 -1.0824
H 1.5255 -3.6630 -0.9084
H 2.6265 -4.0120 -2.1804
H 2.9935 -5.0240 0.0606
H 2.7795 -3.5620 0.7836
H 5.1435 -4.4810 0.3746
C 0.1025 -3.6810 2.7706
C -0.4425 -4.4490 1.4706
O 0.0505 -5.7120 1.2206
H -0.4745 -2.8070 2.8176
H 1.2545 -3.5880 2.6356
H -0.4085 -4.0290 3.5216
H -0.3515 -3.7530 0.6886
H -1.5745 -4.5480 1.3776
H -0.4585 -5.8370 0.5376
C 0.3835 -1.0300 0.4936
C 0.4185 0.5340 0.7326
O 1.5875 1.1390 0.2506
H -0.6405 -1.3520 0.9276
H 1.1365 -1.7730 1.0396
H 0.2945 -1.1530 -0.7064
H 0.3475 0.5360 1.6406
H -0.3015 1.0740 0.1606
H 1.3865 2.2000 0.1806
C 0.1365 6.2570 0.3846
S 0.1925 4.7360 -0.5654
O 1.1735 3.8180 0.1746
C -1.4355 4.0950 -0.2424
H 0.0745 6.0240 1.5216
H -0.4895 7.0370 -0.1084
H 1.0945 6.8720 0.5316
H -1.6055 3.3560 -0.9784
H -2.2775 4.7790 -0.3454
H -1.4175 3.5760 0.7616
C 4.0135 -2.1020 2.7686
S 4.8045 -0.5140 2.6966
O 4.5515 0.0300 4.0536
C 6.5275 -1.0940 2.7576
H 4.3745 -2.4080 1.7136
H 3.0945 -2.1050 2.2326
H 4.2445 -2.5740 3.5356
H 7.1025 -0.6570 1.9726
H 6.5395 -2.0990 2.5266
H 6.8885 -1.0450 3.7216
C -4.0565 -1.4780 -2.6314
S -3.9495 0.1200 -1.6994
O -2.4825 0.3070 -1.5224
C -4.7095 1.2470 -2.9064
H -5.0675 -1.6400 -2.9544
H -3.6585 -2.1680 -1.8574
H -3.5365 -1.3050 -3.5704
H -4.1175 1.3360 -3.7244
H -4.8105 2.2690 -2.5834
H -5.3815 0.9580 -3.3184
C -0.7265 3.2940 -4.1514
S -0.7915 1.4870 -3.9134
O -0.4685 1.0470 -5.3234
C 0.7595 1.2880 -2.9964
H 0.1595 3.7570 -4.0454
H -1.3385 3.6720 -3.4304
H -1.3535 3.6650 -4.9924
H 0.6555 1.8720 -1.8944
H 1.6345 1.5210 -3.5814
H 0.8665 0.4680 -2.5234
*
```

The calculation puts the lowest unoccupied orbital energy at 0.1691 eV. The value obtained for the relative energy (zero: lowest compared OMol25 entry of this formula, charge and spin) is 6.016 eV. Its electronic energy is -77073.8091 eV. The molar mass is 496.8 g/mol.